Entry 1:
The following is a DFT calculation (wB97M-V/def2-TZVPD) of a molecular structure, C26H28N6O4PRhS3.

Each line ends with the natural charge from an NBO analysis.
Atoms and positions in Å:
1 Rh -1.7960 0.6240 -0.0064  0.473
2 N -1.2707 1.8079 4.2673  -0.798
3 C -1.6069 1.6936 2.9521  0.275
4 S -0.3244 1.5865 1.8000  -0.238
5 N -2.8947 1.6793 2.6593  -0.434
6 N -3.1159 1.5185 1.3642  -0.211
7 C -4.2426 1.8454 0.8656  0.000
8 C -4.2042 2.2318 -0.5245  0.203
9 C -5.3344 2.6070 -1.2475  -0.244
10 C -5.1939 3.0139 -2.5566  -0.149
11 C -3.9237 3.0942 -3.1115  -0.289
12 C -2.8462 2.7207 -2.3327  0.108
13 N -2.9744 2.2803 -1.0862  -0.421
14 H -0.3281 2.1193 4.4311  0.398
15 H -1.9813 2.2072 4.8605  0.385
16 H -5.1411 1.8879 1.4728  0.198
17 H -6.3021 2.5483 -0.7658  0.217
18 H -6.0597 3.2887 -3.1460  0.210
19 H -3.7782 3.4256 -4.1298  0.219
20 H -1.8347 2.7920 -2.7113  0.225
21 C 2.2299 2.1427 -3.5639  -0.620
22 C 1.6569 1.4224 -2.3624  -0.061
23 O 0.2414 1.3400 -2.5282  -0.879
24 P -0.6554 0.0951 -1.9798  1.613
25 S 0.2144 -1.6229 -2.4702  -0.724
26 S -3.2907 -0.8827 -0.6876  -0.252
27 O -1.9237 0.2996 -2.9866  -0.874
28 C -1.9555 0.5069 -4.3968  -0.038
29 C -1.0369 -0.3373 -5.2603  -0.640
30 H 3.3172 2.2001 -3.4785  0.203
31 H 1.8263 3.1553 -3.6369  0.198
32 H 1.9764 1.6054 -4.4793  0.206
33 H 1.8765 1.9546 -1.4359  0.185
34 H 2.0709 0.4179 -2.2809  0.211
35 H -1.7582 1.5679 -4.5914  0.153
36 H -2.9923 0.3000 -4.6672  0.180
37 H 0.0073 -0.0830 -5.0871  0.218
38 H -1.2835 -0.1555 -6.3119  0.192
39 H -1.1552 -1.3944 -5.0365  0.235
40 O -2.0708 -2.7420 1.8306  -0.637
41 C -0.9790 -2.2814 1.5658  0.790
42 N 0.2206 -2.8385 1.9684  -0.645
43 C 1.3432 -1.9780 1.6916  -0.083
44 C 0.6521 -0.9651 0.7360  0.750
45 O 1.2694 -0.1099 0.1249  -0.671
46 N -0.6893 -1.1441 0.8222  -0.621
47 C 2.5373 -2.7551 1.1680  0.085
48 C 2.8933 -2.7740 -0.1729  -0.229
49 C 3.9799 -3.5331 -0.5958  -0.199
50 C 4.7180 -4.2758 0.3138  -0.230
51 C 4.3614 -4.2656 1.6576  -0.226
52 C 3.2816 -3.5055 2.0794  -0.226
53 C 1.7446 -1.1088 2.8963  -0.010
54 C 2.9041 -0.3388 2.8229  -0.140
55 C 3.2846 0.4592 3.8896  -0.230
56 C 2.5060 0.5055 5.0411  -0.237
57 C 1.3358 -0.2348 5.1054  -0.217
58 C 0.9519 -1.0334 4.0329  -0.210
59 H 0.2578 -3.6389 2.5715  0.405
60 H 2.3089 -2.2123 -0.8944  0.268
61 H 4.2403 -3.5460 -1.6475  0.207
62 H 5.5661 -4.8630 -0.0185  0.201
63 H 4.9237 -4.8503 2.3758  0.202
64 H 3.0076 -3.4921 3.1295  0.210
65 H 3.4975 -0.3641 1.9172  0.220
66 H 4.1921 1.0478 3.8230  0.204
67 H 2.8111 1.1197 5.8808  0.201
68 H 0.7115 -0.1939 5.9904  0.207
69 H 0.0256 -1.5922 4.0814  0.228

Results
- lowest unoccupied orbital energy (spin up / spin down) (hartree) = 0.078 / 0.077
- HOMO (spin up / spin down) (eV) = -4.66 / -4.35
- total charge = -1
- Kohn-Sham gap (spin up / spin down) (hartree) = 0.249 / 0.237
- spin multiplicity = 2

Entry 2:
The following is a DFT calculation (wB97M-V/def2-TZVPD) of a molecular structure, C26H29AsN3Y.

Each line ends with the natural charge from an NBO analysis.
Atoms and positions in Å:
1 Y -0.6544 0.2487 -0.9714  2.100
2 N -2.2822 1.2920 -2.4714  -0.934
3 C -2.8727 0.0470 -2.9650  0.065
4 C -2.6919 -0.2684 -4.3079  -0.229
5 C -3.2227 -1.4396 -4.8176  -0.180
6 C -3.9282 -2.2924 -3.9748  -0.200
7 C -4.0912 -1.9680 -2.6385  -0.129
8 C -3.5673 -0.7933 -2.0918  -0.110
9 C -3.7184 -0.5141 -0.6282  0.020
10 C -4.9586 -0.5832 -0.0093  -0.213
11 C -5.0501 -0.4322 1.3724  -0.165
12 C -3.9092 -0.2282 2.1383  -0.201
13 C -2.6739 -0.1690 1.5050  -0.198
14 C -2.5465 -0.2958 0.1159  -0.709
15 H -2.0224 1.8821 -3.2553  0.416
16 H -2.9507 1.8219 -1.9157  0.425
17 H -2.1674 0.4218 -4.9606  0.226
18 H -3.1026 -1.6732 -5.8672  0.243
19 H -4.3516 -3.2104 -4.3612  0.243
20 H -4.6277 -2.6415 -1.9803  0.231
21 H -5.8561 -0.7535 -0.5936  0.232
22 H -6.0195 -0.4897 1.8512  0.239
23 H -3.9869 -0.1316 3.2135  0.235
24 H -1.7925 -0.0359 2.1270  0.194
25 C -0.1100 2.6186 2.2991  -0.925
26 As 0.9984 1.5549 1.1287  0.742
27 C 1.3070 -0.0486 2.1898  -0.937
28 C 2.7085 2.4692 1.1181  -0.699
29 C 3.2349 2.6628 2.5109  0.011
30 C 2.9268 3.8107 3.2331  -0.246
31 C 3.3916 3.9683 4.5315  -0.187
32 C 4.1645 2.9746 5.1163  -0.192
33 C 4.4855 1.8309 4.3984  -0.180
34 C 4.0275 1.6804 3.0967  -0.255
35 H 0.3114 2.5846 3.3009  0.260
36 H -1.1247 2.2298 2.3037  0.249
37 H -0.1164 3.6433 1.9335  0.251
38 H 1.5696 0.2531 3.2018  0.268
39 H 2.1217 -0.6264 1.7577  0.243
40 H 0.4169 -0.6745 2.2398  0.242
41 H 2.5508 3.4079 0.5894  0.253
42 H 3.3722 1.8557 0.5094  0.240
43 H 2.3375 4.5988 2.7776  0.214
44 H 3.1638 4.8731 5.0798  0.234
45 H 4.5336 3.1019 6.1253  0.235
46 H 5.1040 1.0630 4.8450  0.230
47 H 4.3073 0.7996 2.5281  0.207
48 N 3.3800 -4.4252 -3.0383  -0.719
49 C 2.5463 -3.4651 -2.6286  0.275
50 C 1.1459 -3.6166 -2.7259  -0.288
51 C 0.3375 -2.6129 -2.2860  0.072
52 N 0.7973 -1.4543 -1.7541  -0.721
53 C 2.1400 -1.3095 -1.6719  0.060
54 C 3.0325 -2.2555 -2.0811  -0.289
55 H 3.0381 -5.2868 -3.4281  0.419
56 H 4.3779 -4.3191 -2.9721  0.418
57 H 0.7054 -4.5117 -3.1443  0.247
58 H -0.7402 -2.7238 -2.3517  0.222
59 H 2.5080 -0.3771 -1.2560  0.204
60 H 4.0939 -2.0677 -1.9902  0.245

Results
- lowest unoccupied orbital energy (hartree) = -0.217
- HOMO (eV) = -13.61
- total charge = +2
- Kohn-Sham gap (hartree) = 0.283

In eV, the E_tot values for the records above are, in order, -89354.343; -93772.555.
In kJ/mol, the energy above the lowest of the compared OMol25 structures with the same formula, charge and spin values for the records above are, in order, 187.6; 0.0.